(1)
Here is a 25-piece molecular cluster, C75H208N8O25 overall at a distorted geometry from the Open Molecules 2025 dataset. Energies are from the ωB97M-V functional and the def2-TZVPD basis.

Calculated values
ΔE to the lowest compared entry with this formula, charge and spin = 0.144 eV
E_tot = -144247.4815 eV
molecular weight = 1622.52 u
total charge = 0
orbital gap = 9.4 eV
HOMO = -0.3391 hartree

XYZ file:
```
316
C75H208N8O25, DFT the ωB97M-V functional and the def2-TZVPD basis
C 2.341 1.157 8.367
C 1.513 2.025 7.432
O 2.201 3.212 7.142
H 3.392 1.061 8.092
H 1.925 0.150 8.397
H 2.227 1.421 9.419
H 0.518 2.266 7.806
H 1.338 1.429 6.537
H 2.754 3.379 7.909
C 1.105 2.484 -5.601
C 1.039 3.974 -5.745
O 2.165 4.586 -5.139
H 2.014 2.058 -6.026
H 0.254 2.117 -6.176
H 0.884 2.220 -4.567
H 0.137 4.385 -5.291
H 1.080 4.141 -6.821
H 1.991 5.529 -5.093
C 6.175 -3.454 2.617
C 6.639 -4.101 1.363
O 6.629 -3.196 0.299
H 6.292 -4.094 3.491
H 5.109 -3.261 2.734
H 6.781 -2.548 2.638
H 5.991 -4.904 1.012
H 7.691 -4.379 1.412
H 7.023 -3.603 -0.475
C -2.868 -0.181 -7.630
C -1.643 0.744 -7.636
O -0.922 0.496 -8.810
H -3.527 0.041 -8.469
H -3.377 0.047 -6.693
H -2.641 -1.247 -7.642
H -1.045 0.569 -6.742
H -1.790 1.823 -7.628
H -0.166 1.087 -8.851
C -1.512 -2.917 -2.602
C -0.874 -3.311 -3.950
O -1.460 -2.689 -5.060
H -2.593 -3.062 -2.586
H -1.336 -1.874 -2.340
H -1.097 -3.466 -1.757
H -0.976 -4.370 -4.184
H 0.145 -2.939 -4.050
H -0.802 -2.767 -5.755
C -5.060 0.209 -3.625
C -3.761 -0.577 -3.950
O -4.035 -1.757 -4.601
H -5.398 0.706 -4.534
H -4.846 1.054 -2.971
H -5.866 -0.417 -3.240
H -3.287 -0.822 -3.000
H -3.019 0.040 -4.456
H -3.200 -2.181 -4.814
C 1.238 -0.904 -5.668
C 1.437 -1.654 -6.965
O 0.744 -2.884 -6.788
H 0.181 -0.802 -5.420
H 1.687 0.088 -5.706
H 1.686 -1.402 -4.808
H 2.466 -1.710 -7.320
H 0.783 -1.183 -7.699
H 1.168 -3.501 -7.389
C 3.636 3.944 -0.786
C 3.293 3.208 -2.141
O 1.913 3.377 -2.418
H 3.057 3.544 0.046
H 3.345 4.991 -0.713
H 4.720 3.867 -0.704
H 3.438 2.131 -2.063
H 3.947 3.588 -2.926
H 1.827 3.861 -3.242
C -5.866 -5.299 8.077
C -4.447 -4.986 7.653
C -4.221 -3.556 7.080
O -4.834 -3.381 5.811
C -4.246 -4.066 4.687
N -3.468 -5.204 8.725
H -6.588 -5.117 7.281
H -6.153 -4.571 8.836
H -5.916 -6.324 8.442
H -4.282 -5.774 6.918
H -3.167 -3.282 7.032
H -4.738 -2.854 7.734
H -3.157 -4.097 4.725
H -4.505 -3.668 3.706
H -4.523 -5.120 4.698
H -3.433 -6.188 8.948
H -2.567 -5.000 8.316
C 8.645 1.232 -3.512
C 8.645 0.090 -2.489
C 7.225 -0.290 -1.998
O 6.332 -0.625 -3.045
C 5.052 -0.987 -2.529
N 9.298 -1.062 -3.114
H 8.230 0.943 -4.477
H 9.634 1.682 -3.601
H 8.022 2.072 -3.202
H 9.199 0.370 -1.593
H 6.938 0.595 -1.430
H 7.135 -1.100 -1.275
H 5.139 -2.038 -2.252
H 4.308 -0.965 -3.325
H 4.680 -0.372 -1.710
H 8.917 -1.155 -4.045
H 10.253 -0.776 -3.276
C -6.298 8.035 5.083
C -6.337 7.215 3.780
C -5.106 6.316 3.589
O -3.853 6.976 3.521
C -2.727 6.212 3.325
N -7.613 6.464 3.891
H -5.293 8.382 5.324
H -6.545 7.369 5.910
H -6.999 8.868 5.140
H -6.420 7.977 3.005
H -5.242 5.814 2.631
H -5.058 5.469 4.273
H -1.791 6.761 3.227
H -2.928 5.660 2.406
H -2.676 5.400 4.050
H -7.830 6.014 3.012
H -7.487 5.707 4.548
C 5.876 -6.214 -2.327
C 6.303 -5.924 -3.788
C 5.560 -4.612 -4.264
O 4.173 -4.757 -4.243
C 3.379 -3.585 -4.501
N 7.765 -5.812 -3.893
H 6.303 -5.499 -1.625
H 6.245 -7.186 -2.000
H 4.798 -6.260 -2.172
H 6.002 -6.741 -4.444
H 5.948 -4.399 -5.260
H 5.847 -3.767 -3.639
H 3.687 -2.993 -5.363
H 3.429 -2.934 -3.628
H 2.312 -3.723 -4.673
H 8.027 -5.180 -3.149
H 8.176 -6.628 -3.463
C -6.382 4.098 -8.264
C -5.649 3.097 -7.377
C -4.714 3.812 -6.463
O -3.844 2.872 -5.905
C -2.903 3.503 -4.999
N -6.658 2.385 -6.564
H -5.704 4.634 -8.929
H -6.781 4.921 -7.672
H -7.155 3.636 -8.879
H -5.124 2.331 -7.947
H -5.277 4.374 -5.718
H -4.053 4.511 -6.975
H -2.317 4.377 -5.282
H -2.159 2.754 -4.728
H -3.428 3.720 -4.069
H -6.040 1.691 -6.168
H -7.230 1.837 -7.190
C -1.506 -3.322 2.185
C -1.471 -4.859 2.088
C -2.002 -5.435 0.758
O -2.471 -6.760 0.870
C -2.578 -7.347 -0.404
N -0.022 -5.070 2.292
H -1.154 -2.859 3.107
H -2.456 -2.896 1.864
H -0.995 -2.887 1.326
H -1.997 -5.276 2.948
H -1.302 -5.217 -0.048
H -2.879 -4.852 0.480
H -2.818 -8.406 -0.305
H -1.617 -7.285 -0.914
H -3.364 -6.845 -0.968
H 0.340 -4.386 1.643
H 0.167 -5.981 1.899
C 1.208 -0.132 -1.586
C 1.204 0.152 -0.104
C -0.239 0.330 0.542
O -0.050 0.811 1.885
C -1.292 0.940 2.563
N 2.005 -0.856 0.557
H 2.148 0.023 -2.116
H 0.614 0.623 -2.102
H 0.830 -1.132 -1.800
H 1.729 1.104 -0.023
H -0.708 -0.654 0.518
H -0.783 1.074 -0.041
H -1.156 1.393 3.544
H -1.662 -0.073 2.721
H -2.076 1.461 2.014
H 2.981 -0.679 0.366
H 1.869 -0.539 1.507
C 5.789 4.851 -5.909
C 5.397 3.629 -6.713
C 5.463 2.315 -5.900
O 5.388 1.127 -6.680
C 5.512 -0.036 -5.918
N 4.061 3.806 -7.303
H 5.766 5.755 -6.518
H 6.754 4.756 -5.412
H 5.041 4.993 -5.130
H 6.013 3.518 -7.605
H 4.746 2.313 -5.079
H 6.405 2.274 -5.352
H 5.161 -0.829 -6.576
H 4.804 0.065 -5.096
H 6.522 -0.314 -5.614
H 3.810 2.894 -7.659
H 3.273 3.967 -6.692
C 2.014 -2.810 3.791
C 1.989 -3.997 4.737
C 2.436 -3.581 6.137
O 0.666 -4.361 4.808
H 2.983 -2.471 3.423
H 1.491 -1.909 4.112
H 1.534 -3.036 2.839
H 2.467 -4.889 4.334
H 2.590 -4.392 6.848
H 1.774 -2.843 6.591
H 3.406 -3.121 5.948
H 0.376 -4.583 3.921
C 3.227 -3.849 -0.447
C 1.771 -4.051 -0.973
C 1.419 -5.468 -1.033
O 0.894 -3.479 -0.028
H 3.301 -4.203 0.581
H 3.371 -2.770 -0.495
H 3.936 -4.346 -1.110
H 1.700 -3.589 -1.957
H 2.015 -5.959 -1.803
H 0.405 -5.550 -1.423
H 1.588 -6.037 -0.119
H 1.268 -2.617 0.168
C -4.149 -0.188 0.019
C -5.424 -0.994 -0.171
C -5.486 -2.198 0.781
O -6.551 -0.180 -0.119
H -4.093 0.275 1.004
H -4.109 0.635 -0.693
H -3.249 -0.799 -0.051
H -5.506 -1.393 -1.182
H -4.491 -2.640 0.833
H -6.190 -2.934 0.392
H -5.692 -1.833 1.787
H -7.230 -0.747 -0.492
C -4.128 0.502 5.507
C -4.017 2.044 5.337
C -2.729 2.606 5.925
O -4.060 2.167 3.914
H -4.189 0.351 6.585
H -3.323 -0.008 4.978
H -5.040 0.063 5.102
H -4.889 2.614 5.655
H -2.531 3.623 5.586
H -1.913 1.971 5.580
H -2.860 2.490 7.001
H -4.853 1.735 3.589
C -1.582 0.141 8.920
C -1.827 -1.136 8.197
C -1.168 -1.195 6.828
O -1.266 -2.148 9.039
H -2.185 0.152 9.828
H -1.943 1.035 8.411
H -0.540 0.192 9.235
H -2.906 -1.201 8.051
H -0.082 -1.223 6.923
H -1.453 -0.261 6.343
H -1.530 -2.049 6.255
H -1.273 -2.982 8.563
C 2.494 2.974 3.626
C 1.661 4.304 3.818
C 0.199 4.021 4.131
O 2.317 5.024 4.855
H 2.368 2.361 4.519
H 3.571 3.134 3.559
H 2.172 2.400 2.757
H 1.704 4.786 2.841
H -0.365 4.826 4.601
H 0.090 3.069 4.651
H -0.269 3.835 3.164
H 2.252 4.378 5.562
C 4.827 1.457 1.072
C 5.284 0.145 1.669
C 4.908 -0.051 3.133
O 4.864 -0.848 0.780
H 5.287 2.307 1.577
H 3.778 1.584 1.339
H 4.988 1.501 -0.005
H 6.374 0.129 1.685
H 5.278 0.762 3.758
H 5.342 -1.011 3.412
H 3.819 -0.102 3.130
H 5.491 -1.574 0.749
C -2.820 3.676 -1.057
C -1.459 4.225 -1.382
C -0.563 4.398 -0.190
O -0.913 3.275 -2.225
H -3.499 4.459 -0.718
H -2.763 2.901 -0.292
H -3.248 3.191 -1.934
H -1.522 5.160 -1.938
H 0.432 4.711 -0.505
H -0.595 3.560 0.507
H -0.913 5.269 0.365
H 0.019 3.489 -2.309
C -5.794 3.071 1.162
C -6.872 2.400 2.049
C -8.284 2.379 1.497
O -6.559 1.103 2.335
H -6.237 3.965 0.724
H -5.509 2.411 0.343
H -4.903 3.419 1.686
H -6.974 2.982 2.965
H -8.441 1.774 0.604
H -8.654 3.391 1.336
H -8.907 1.963 2.288
H -6.589 0.640 1.494
```

***

(2)
Here is a 2-piece molecular cluster, C5H16BClF4O3P3 overall from the Open Molecules 2025 dataset. Energies are from the ωB97M-V functional and the def2-TZVPD basis.

Calculated values
E_tot = -63531.8663 eV
molecular weight = 339.36 u
total charge = -1
orbital gap = 8.1 eV
HOMO = -0.2164 hartree

XYZ file:
```
33
C5H16BClF4O3P3, DFT the ωB97M-V functional and the def2-TZVPD basis
C -2.871 -2.281 -1.463
C -3.386 -0.840 -1.558
C -2.326 0.219 -1.862
Cl -1.587 -0.075 -3.471
P -0.903 0.408 -0.565
C -1.993 1.198 0.683
C -2.116 0.407 2.002
P 0.987 0.719 0.799
P 2.146 -1.109 0.592
O 1.941 -2.016 1.738
O 3.622 -0.695 0.247
O 1.746 -1.803 -0.815
H -2.013 -2.438 -2.116
H -3.658 -2.990 -1.715
H -2.555 -2.520 -0.445
H -4.127 -0.795 -2.361
H -3.920 -0.559 -0.646
H -2.825 1.188 -1.953
H -0.207 1.197 -1.499
H -0.742 -0.989 -0.561
H -2.987 1.274 0.242
H -1.660 2.222 0.854
H -1.763 -0.621 1.906
H -1.503 0.855 2.780
H -3.148 0.411 2.350
H 0.619 0.529 2.143
H 3.867 0.197 0.580
H 0.942 -2.327 -0.682
B 6.104 2.254 0.959
F 6.070 3.465 0.253
F 6.998 1.360 0.355
F 6.462 2.479 2.295
F 4.788 1.677 0.931
```

***

(3)
Here is an isolated ion of composition C3H8NO2S2 and charge +1 at a distorted geometry from the Open Molecules 2025 dataset. Energies are from the ωB97M-V functional and the def2-TZVPD basis.

Calculated values
ΔE to the lowest compared entry with this formula, charge and spin = 0.216 eV
E_tot = -30489.9204 eV
molecular weight = 154.24 u
total charge = +1
orbital gap = 10.0 eV
HOMO = -0.4959 hartree
structure (SMILES) = [NH3+][C@@H](CSS)C(=O)O

XYZ file:
```
16
C3H8NO2S2, DFT the ωB97M-V functional and the def2-TZVPD basis
N -1.448 -0.215 -0.809
C -0.393 -1.055 -0.178
C 0.761 -0.241 0.390
S 1.456 0.835 -0.870
S 0.853 2.753 -0.576
C -1.133 -1.866 0.886
O -2.286 -1.678 1.143
O -0.329 -2.740 1.471
H -2.054 -0.805 -1.392
H -1.071 0.473 -1.476
H -2.097 0.224 -0.138
H 0.025 -1.677 -0.948
H 0.532 0.159 1.373
H 1.551 -0.908 0.746
H 1.905 3.264 0.090
H -0.769 -3.521 1.839
```

***

(4)
Here is a 2-piece molecular cluster, C4H9NO3 overall at a distorted geometry from the Open Molecules 2025 dataset. Energies are from the ωB97M-V functional and the def2-TZVPD basis.

Calculated values
ΔE to the lowest compared entry with this formula, charge and spin = 3.043 eV
E_tot = -11923.6894 eV
molecular weight = 119.12 u
total charge = -1
spin multiplicity = 2
orbital gap (alpha / beta) = 2.9 / 7.2 eV
HOMO (alpha / beta) = 0.0255 / -0.1380 hartree

XYZ file:
```
17
C4H9NO3, DFT the ωB97M-V functional and the def2-TZVPD basis
C -0.838 -0.524 2.185
C -1.121 0.211 0.935
N -0.060 0.444 0.076
C 1.382 0.335 0.582
C 1.865 -0.905 -0.184
O 1.925 -2.027 0.218
O -2.169 0.608 0.462
H -0.923 0.229 3.047
H -1.418 -1.497 2.255
H 0.339 -0.864 2.152
H -0.022 1.010 -0.892
H 2.053 1.124 0.393
H 1.423 0.212 1.713
H 1.958 -0.544 -1.215
H -1.459 0.466 -3.196
H -1.757 1.152 -4.461
O -1.179 0.571 -4.072
```

***

(5)
Here is C17H54F2HgNO14S2 as an isolated structure at a distorted geometry from the Open Molecules 2025 dataset. Energies are from the ωB97M-V functional and the def2-TZVPD basis.

Calculated values
E_tot = -79911.3276 eV
molecular weight = 799.33 u
total charge = +2
spin multiplicity = 2
orbital gap (alpha / beta) = 2.0 / 2.9 eV
HOMO (alpha / beta) = -0.4885 / -0.5022 hartree

XYZ file:
```
91
C17H54F2HgNO14S2, DFT the ωB97M-V functional and the def2-TZVPD basis
Hg -1.374 -2.036 -1.764
N -0.360 -0.413 -0.645
S 1.044 -0.193 0.007
O 1.123 -0.102 1.475
O 2.081 0.523 -0.729
F 1.619 -1.655 -0.195
S -0.576 1.347 -0.771
O 0.157 2.014 -1.844
O -0.909 2.098 0.426
F -2.049 1.389 -1.571
C -4.812 1.723 0.012
O -5.132 0.793 -0.991
H -5.272 1.569 0.988
H -3.743 1.771 0.219
H -5.143 2.694 -0.357
H -6.039 0.965 -1.252
C -0.290 -0.017 -4.222
O -1.433 -0.663 -3.757
H 0.572 -0.402 -3.678
H -0.094 -0.201 -5.279
H -0.302 1.073 -4.187
H -2.092 -0.591 -4.451
C -4.516 -2.383 -0.434
O -3.584 -1.363 -0.874
H -5.253 -2.532 -1.223
H -3.988 -3.320 -0.261
H -5.028 -2.048 0.468
H -4.044 -0.523 -0.932
C -2.854 -0.339 3.934
C -2.058 0.132 2.693
O -1.705 -0.953 1.864
H -2.219 -0.990 4.535
H -3.815 -0.825 3.767
H -2.886 0.562 4.547
H -1.083 0.515 2.994
H -2.565 0.934 2.157
H -1.092 -0.599 1.214
C 4.263 -1.626 -2.088
C 5.146 -2.605 -2.917
O 4.869 -2.503 -4.287
H 4.218 -1.970 -1.055
H 3.218 -1.768 -2.361
H 4.684 -0.626 -2.196
H 4.875 -3.625 -2.645
H 6.189 -2.357 -2.717
H 3.954 -2.792 -4.321
C 1.363 -4.508 2.006
C 0.712 -5.855 1.682
O 0.627 -5.876 0.255
H 0.795 -3.584 1.898
H 2.246 -4.324 1.395
H 1.603 -4.436 3.067
H -0.326 -5.958 1.997
H 1.343 -6.690 1.989
H 0.462 -6.783 -0.011
C -2.381 3.601 -3.992
C -3.767 3.191 -4.504
O -4.515 4.367 -4.824
H -1.732 2.731 -3.892
H -2.538 4.051 -3.012
H -1.839 4.228 -4.700
H -4.260 2.713 -3.658
H -3.763 2.484 -5.334
H -5.362 4.109 -5.196
C 2.304 -0.709 4.436
C 0.872 -1.242 4.764
O 1.056 -2.480 5.333
H 2.855 -1.356 3.753
H 2.911 -0.536 5.325
H 2.275 0.279 3.977
H 0.283 -1.380 3.857
H 0.438 -0.566 5.501
H 0.198 -2.907 5.280
C 1.647 2.880 3.679
C 0.830 2.919 4.982
O 1.405 3.706 6.011
H 1.415 2.130 2.923
H 2.700 2.713 3.907
H 1.553 3.815 3.126
H 0.645 1.912 5.354
H -0.155 3.276 4.681
H 0.761 3.972 6.671
C 4.830 2.260 -2.566
C 3.563 2.897 -3.285
O 2.676 1.838 -3.562
H 5.501 2.985 -2.106
H 5.443 1.713 -3.282
H 4.547 1.770 -1.634
H 3.822 3.307 -4.261
H 3.071 3.560 -2.574
H 2.181 1.698 -2.752
```